A single C7H11NO4 molecule. Source: the OMol25 dataset; level of theory: the ωB97M-V functional and the def2-TZVPD basis.

The max |F| comes out at 1.192 eV/A. The calculation puts the energy above the lowest of the compared OMol25 structures with the same formula, charge and spin at 98.59 kcal/mol. For the gap between HOMO and LUMO (spin up / spin down), the calculation gives 7.5 / 7.5 eV. The calculation puts the calculated total energy at -17112.916 eV. Its net charge is 0. For the HOMO energy (spin up / spin down), the calculation gives -8.578 / -8.582 eV.

Each line ends with the Mulliken charge.
Atoms and positions in Å:
C (0.42, 0.93, 0.80)  0.90
C (-0.88, 1.35, 0.16)  -0.58
C (-1.46, 0.00, -0.32)  -0.74
C (1.51, 0.47, -0.06)  0.38
C (-0.44, -1.07, 0.03)  0.39
C (1.69, 0.78, -1.48)  -1.27
C (-0.48, -1.74, 1.36)  -1.44
N (0.16, -1.76, -1.00)  1.14
O (0.59, 0.84, 2.01)  -0.67
O (0.03, -1.31, -2.15)  -0.74
O (0.84, -2.76, -0.75)  -0.71
O (2.50, -0.12, 0.58)  -0.52
H (-1.51, 1.82, 0.91)  0.36
H (-0.73, 2.05, -0.66)  0.25
H (-2.40, -0.22, 0.17)  0.36
H (-1.62, 0.00, -1.40)  0.31
H (1.08, 0.10, -2.11)  0.31
H (2.73, 0.62, -1.76)  0.39
H (1.38, 1.80, -1.72)  0.35
H (0.36, -2.44, 1.44)  0.37
H (-1.40, -2.30, 1.47)  0.41
H (-0.43, -1.01, 2.17)  0.36
H (2.27, -0.14, 1.53)  0.40

2 unconnected molecules or ions with the total composition C7H11NO4. Source: the OMol25 dataset; level of theory: the ωB97M-V functional and the def2-TZVPD basis.

The max |F| comes out at 2.012 eV/A. The calculation puts the energy above the lowest of the compared OMol25 structures with the same formula, charge and spin at 19.56 kcal/mol. For the gap between HOMO and LUMO, the calculation gives 9.1 eV. The calculation puts the calculated total energy at -17116.343 eV. Its net charge is 0. For the HOMO energy, the calculation gives -8.287 eV. As for the SMILES: CNC(=O)OC.Oc1ccoc1.

Each line ends with the Mulliken charge.
Atoms and positions in Å:
C (-0.88, 2.36, -0.05)  -0.68
N (-2.11, 1.62, -0.34)  -0.22
C (-2.06, 0.29, -0.06)  0.68
O (-0.99, -0.30, -0.10)  -0.57
O (-3.23, -0.32, 0.21)  -0.39
C (-3.12, -1.75, 0.01)  -0.62
H (-0.07, 1.73, -0.37)  0.19
H (-0.76, 2.58, 1.02)  0.26
H (-0.88, 3.29, -0.64)  0.30
H (-2.98, 2.10, -0.14)  0.25
H (-4.14, -2.08, -0.19)  0.25
H (-2.75, -2.26, 0.90)  0.26
H (-2.51, -1.99, -0.87)  0.29
O (2.77, 1.69, 0.32)  -0.53
C (2.45, 0.34, 0.15)  0.61
C (1.87, -0.52, 1.15)  -0.48
C (1.63, -1.72, 0.52)  -0.37
O (2.07, -1.68, -0.77)  -0.36
C (2.53, -0.42, -0.97)  -0.49
H (3.59, 1.80, -0.18)  0.34
H (1.74, -0.28, 2.19)  0.43
H (1.19, -2.65, 0.87)  0.41
H (2.92, -0.17, -1.95)  0.43

2 unconnected molecules or ions with the total composition C7H11NS2. Source: the OMol25 dataset; level of theory: the ωB97M-V functional and the def2-TZVPD basis.

The max |F| comes out at 3.801 eV/A. The calculation puts the energy above the lowest of the compared OMol25 structures with the same formula, charge and spin at 110.90 kcal/mol. For the gap between HOMO and LUMO (spin up / spin down), the calculation gives 7.3 / 7.3 eV. The calculation puts the calculated total energy at -30593.390 eV. Its net charge is 0. For the HOMO energy (spin up / spin down), the calculation gives -8.284 / -8.133 eV.

Each line ends with the Mulliken charge.
Atoms and positions in Å:
C (-1.88, -2.05, -0.21)  0.12
C (-2.85, 0.71, 1.07)  0.13
C (1.12, -1.14, -0.27)  -1.56
C (0.23, 0.97, 0.80)  -1.59
C (-0.58, 0.21, -1.53)  -1.54
C (-1.09, -1.14, 0.48)  -1.36
C (-0.15, -0.27, -0.15)  2.13
N (-2.49, -2.85, -0.82)  -0.58
S (-3.44, 1.75, 0.06)  -0.17
S (-2.58, 0.59, 2.70)  -0.10
H (2.02, -0.49, -0.35)  0.38
H (1.13, -1.93, -1.15)  0.33
H (1.25, -1.75, 0.68)  0.37
H (-0.71, 1.38, 0.93)  0.55
H (0.82, 1.65, 0.13)  0.41
H (0.82, 0.57, 1.69)  0.31
H (-0.31, 1.24, -1.70)  0.37
H (-1.68, 0.39, -1.60)  0.29
H (-0.38, -0.53, -2.31)  0.37
H (-0.94, -1.20, 1.53)  0.98
H (-3.03, 1.89, 2.81)  0.17

Repeat the second record exactly.
2 unconnected molecules or ions with the total composition C7H11NO4. Source: the OMol25 dataset; level of theory: the ωB97M-V functional and the def2-TZVPD basis.

The max |F| comes out at 2.012 eV/A. The calculation puts the energy above the lowest of the compared OMol25 structures with the same formula, charge and spin at 19.56 kcal/mol. For the gap between HOMO and LUMO, the calculation gives 9.1 eV. The calculation puts the calculated total energy at -17116.343 eV. Its net charge is 0. For the HOMO energy, the calculation gives -8.287 eV. As for the SMILES: CNC(=O)OC.Oc1ccoc1.

Each line ends with the Mulliken charge.
Atoms and positions in Å:
C (-0.88, 2.36, -0.05)  -0.68
N (-2.11, 1.62, -0.34)  -0.22
C (-2.06, 0.29, -0.06)  0.68
O (-0.99, -0.30, -0.10)  -0.57
O (-3.23, -0.32, 0.21)  -0.39
C (-3.12, -1.75, 0.01)  -0.62
H (-0.07, 1.73, -0.37)  0.19
H (-0.76, 2.58, 1.02)  0.26
H (-0.88, 3.29, -0.64)  0.30
H (-2.98, 2.10, -0.14)  0.25
H (-4.14, -2.08, -0.19)  0.25
H (-2.75, -2.26, 0.90)  0.26
H (-2.51, -1.99, -0.87)  0.29
O (2.77, 1.69, 0.32)  -0.53
C (2.45, 0.34, 0.15)  0.61
C (1.87, -0.52, 1.15)  -0.48
C (1.63, -1.72, 0.52)  -0.37
O (2.07, -1.68, -0.77)  -0.36
C (2.53, -0.42, -0.97)  -0.49
H (3.59, 1.80, -0.18)  0.34
H (1.74, -0.28, 2.19)  0.43
H (1.19, -2.65, 0.87)  0.41
H (2.92, -0.17, -1.95)  0.43

Copy entry 3 word for word.
2 unconnected molecules or ions with the total composition C7H11NS2. Source: the OMol25 dataset; level of theory: the ωB97M-V functional and the def2-TZVPD basis.

The max |F| comes out at 3.801 eV/A. The calculation puts the energy above the lowest of the compared OMol25 structures with the same formula, charge and spin at 110.90 kcal/mol. For the gap between HOMO and LUMO (spin up / spin down), the calculation gives 7.3 / 7.3 eV. The calculation puts the calculated total energy at -30593.390 eV. Its net charge is 0. For the HOMO energy (spin up / spin down), the calculation gives -8.284 / -8.133 eV.

Each line ends with the Mulliken charge.
Atoms and positions in Å:
C (-1.88, -2.05, -0.21)  0.12
C (-2.85, 0.71, 1.07)  0.13
C (1.12, -1.14, -0.27)  -1.56
C (0.23, 0.97, 0.80)  -1.59
C (-0.58, 0.21, -1.53)  -1.54
C (-1.09, -1.14, 0.48)  -1.36
C (-0.15, -0.27, -0.15)  2.13
N (-2.49, -2.85, -0.82)  -0.58
S (-3.44, 1.75, 0.06)  -0.17
S (-2.58, 0.59, 2.70)  -0.10
H (2.02, -0.49, -0.35)  0.38
H (1.13, -1.93, -1.15)  0.33
H (1.25, -1.75, 0.68)  0.37
H (-0.71, 1.38, 0.93)  0.55
H (0.82, 1.65, 0.13)  0.41
H (0.82, 0.57, 1.69)  0.31
H (-0.31, 1.24, -1.70)  0.37
H (-1.68, 0.39, -1.60)  0.29
H (-0.38, -0.53, -2.31)  0.37
H (-0.94, -1.20, 1.53)  0.98
H (-3.03, 1.89, 2.81)  0.17

Number 2 is which compound? C7H11NO4

What is the formula in the third record? C7H11NS2